1.
Formula: C4H9NO4
Source: the OMol25 dataset
Level of theory: ωB97M-V/def2-TZVPD

Calculated values
- E_HOMO: -10.07 eV
- E_LUMO: 0.465 eV
- Charge: 0
- 2S+1: 1
- Relative energy (zero: lowest compared OMol25 entry of this formula, charge and spin): 74.63 kcal/mol
- Molar mass: 135.1 Da
- SMILES: CC/C=N/O.O=C(O)O

```
18
Properties=species:S:1:pos:R:3:mulliken_charge:R:1
C 2.27455 1.20658 0.31809 -1.09
C 1.50178 0.13964 -0.47567 -0.25
C 0.49280 -0.77490 0.21495 -0.38
N 0.35936 -1.87771 -0.27047 -0.36
O -0.48347 -2.72590 0.52322 -0.46
H 1.69392 1.60408 1.22540 0.28
H 3.27312 1.03694 0.73082 0.33
H 2.49389 2.16266 -0.25109 0.30
H 0.96892 0.68439 -1.25688 0.19
H 2.19503 -0.50728 -1.09178 0.34
H -0.14429 -0.44536 1.06029 0.68
H -0.63767 -3.58030 -0.04200 0.38
O -1.91201 1.11930 1.35875 -0.52
C -2.20231 0.82671 0.22124 0.80
O -2.44480 1.62269 -0.83466 -0.50
O -2.39548 -0.44590 -0.22598 -0.49
H -2.86564 1.01936 -1.60504 0.40
H -2.16769 -1.06501 0.40080 0.35
```

***

2.
Formula: C4H28NO9
Source: the OMol25 dataset
Level of theory: ωB97M-V/def2-TZVPD

Calculated values
- ⟨S²⟩: 0.754
- E_HOMO (spin up / spin down): -16.44 / -16.43 eV
- E_LUMO (spin up / spin down): -6.183 / -12.926 eV
- Charge: +2
- 2S+1: 2
- Relative energy (zero: lowest compared OMol25 entry of this formula, charge and spin): 3.63 kcal/mol
- Molar mass: 234.3 Da

```
42
Properties=species:S:1:pos:R:3:mulliken_spin:R:1
C 0.08367 2.33803 -0.79016 0.17
O 0.57300 3.22319 0.11390 0.37
C -0.37314 1.05700 -0.03349 0.11
C -0.65906 -0.05629 -0.98591 0.03
C -1.84240 -0.91386 -0.52399 0.04
N 0.67580 0.73058 1.00999 0.00
H -0.77879 2.66509 -1.40769 0.00
H 0.79663 1.92205 -1.54115 0.11
H 0.25886 4.12068 -0.10790 -0.01
H -1.18725 1.44215 0.60633 0.06
H -1.05566 0.47592 -1.86191 0.01
H 0.13457 -0.74074 -1.29039 -0.01
H -2.67294 -0.92371 -1.23628 0.00
H -1.66274 -1.97781 -0.41110 0.01
H -2.31689 -0.48033 0.35895 0.00
H 1.62612 1.05098 0.76800 0.01
H 0.82221 -0.28578 1.06705 0.00
H 0.49749 1.26727 1.86326 0.00
H 0.83909 -3.79347 -2.13512 0.00
H 0.64993 -2.77048 -3.18126 0.00
O 0.13596 -3.40663 -2.66909 0.00
H 2.99037 -1.72653 -0.85589 0.00
H 3.39540 -3.13252 -1.31370 0.00
O 2.79377 -2.65945 -0.73202 0.00
H -2.28339 -0.59761 3.33475 0.00
H -0.87740 -0.66565 2.89764 0.00
O -1.52773 -0.01054 3.18476 0.00
H 2.75830 -1.99858 2.49844 0.00
H 2.47534 -2.87664 1.26586 0.00
O 2.23102 -2.04950 1.69518 0.00
H 2.97928 2.53678 -0.25578 0.00
H 3.93575 1.99223 -1.29678 0.00
O 3.09933 1.79100 -0.85658 0.01
H -3.04110 2.36975 -3.00131 0.00
H -2.15724 1.65806 -3.83976 0.00
O -2.18319 1.92624 -2.90697 0.00
H -0.13077 -2.92491 1.54829 0.00
H -1.39495 -3.65347 1.64061 0.00
O -1.01800 -2.80671 1.91786 0.00
H -2.20240 1.83288 2.67678 0.00
H -2.13672 3.42666 2.65241 0.00
O -2.25015 2.62467 2.13419 0.09
```

***

3.
Formula: C8H19NO
Source: the OMol25 dataset
Level of theory: ωB97M-V/def2-TZVPD

Calculated values
- E_HOMO: -9.38 eV
- E_LUMO: 0.902 eV
- Charge: 0
- 2S+1: 1
- Relative energy (zero: lowest compared OMol25 entry of this formula, charge and spin): 12.74 kcal/mol
- Molar mass: 145.2 Da
- SMILES: CC(C)[C@H](C)[C@@H](N)[C@@H](C)O

```
29
Properties=species:S:1:pos:R:3:mulliken_charge:R:1
C -0.21070 2.48911 -0.26536 -1.55
C -0.34425 1.45159 0.84732 0.70
C -1.54954 1.81100 1.71262 -1.66
C -0.44494 -0.03527 0.21888 0.92
C -1.09481 -1.02649 1.18181 -2.09
C 0.94575 -0.48497 -0.21830 -0.03
N 1.84534 -0.90351 0.83801 -0.71
C 0.86002 -1.71504 -1.26230 0.05
C 0.18218 -1.36082 -2.57699 -1.42
O 2.17875 -2.12221 -1.54636 -0.59
H -1.08721 2.45687 -0.91114 0.37
H 0.67085 2.31899 -0.87862 0.36
H -0.13248 3.49165 0.15455 0.42
H 0.54872 1.51040 1.48168 0.05
H -1.49185 2.85352 2.02552 0.45
H -2.47403 1.67868 1.15250 0.36
H -1.59115 1.20423 2.61384 0.37
H -1.07744 0.04973 -0.66727 0.25
H -0.60809 -1.01551 2.15609 0.39
H -1.05428 -2.03595 0.77713 0.41
H -2.14461 -0.78532 1.32535 0.44
H 1.44718 0.31892 -0.76470 0.36
H 2.11746 -0.12393 1.42374 0.28
H 1.42349 -1.61924 1.41938 0.25
H 0.32547 -2.55444 -0.78563 0.15
H -0.89279 -1.26391 -2.45369 0.36
H 0.58902 -0.43241 -2.97179 0.30
H 0.37883 -2.15225 -3.29733 0.41
H 2.68511 -2.00339 -0.72893 0.40
```

***

4.
Formula: C2H8OS2
Source: the OMol25 dataset
Level of theory: ωB97M-V/def2-TZVPD

Calculated values
- E_HOMO: -8.59 eV
- E_LUMO: 0.655 eV
- Charge: 0
- 2S+1: 1
- Relative energy (zero: lowest compared OMol25 entry of this formula, charge and spin): 14.30 kcal/mol
- Molar mass: 112.2 Da
- SMILES: CSCS.O

```
13
Properties=species:S:1:pos:R:3:mulliken_charge:R:1
C -0.40141 -0.37132 0.60487 -0.75
S -0.29840 0.22492 -1.09455 -0.06
C -1.99492 0.74132 -1.47652 -0.58
S -3.11963 -0.64321 -1.73519 -0.19
H -0.51584 0.50166 1.26926 0.26
H 0.52030 -0.90839 0.88525 0.29
H -1.26139 -1.04488 0.75771 0.26
H -2.34127 1.40277 -0.65923 0.29
H -1.91458 1.35454 -2.39464 0.31
H -2.18652 -1.21944 -2.52244 0.15
O 4.34895 0.35489 2.16212 -0.65
H 4.15631 -0.44292 2.70494 0.32
H 5.00837 0.05003 1.49844 0.33
```

***

5.
Formula: C5H10F3O3SSi
Source: the OMol25 dataset
Level of theory: ωB97M-V/def2-TZVPD

Calculated values
- E_HOMO (spin up / spin down): -4.49 / -5.19 eV
- E_LUMO (spin up / spin down): 2.414 / 3.398 eV
- Charge: -1
- 2S+1: 1
- Relative energy (zero: lowest compared OMol25 entry of this formula, charge and spin): 119.79 kcal/mol
- Molar mass: 235.3 Da

```
23
Properties=species:S:1:pos:R:3:mulliken_charge:R:1
C -0.21015 -2.92647 0.73005 -1.28
C -1.37973 -0.92238 -1.44828 -1.08
C 1.81084 -1.16603 -0.40491 -1.17
C 0.16167 1.75758 -0.32714 -0.88
C 0.14109 3.23853 -0.18020 0.86
O -0.35693 -0.28180 1.24314 -0.22
O 1.62790 1.23401 1.57104 -0.63
O -0.64977 1.76022 2.42602 -0.64
F 1.03622 3.79977 0.68595 -0.26
F -1.12239 3.68360 0.22307 -0.27
F 0.39684 3.90229 -1.35566 -0.31
Si -0.07184 -1.19656 -0.10399 0.73
S 0.21906 1.23108 1.39051 1.14
H -1.04652 -3.21303 1.33728 0.41
H 0.00198 -3.70642 -0.01946 0.29
H 0.43909 -3.00909 1.57088 0.33
H -2.19299 -0.18774 -1.12316 -0.01
H -1.12917 -0.08685 -2.20622 0.36
H -1.80392 -1.83545 -1.69979 0.47
H 2.20579 -0.93295 0.52817 0.36
H 2.37102 -2.01447 -0.90761 0.37
H 2.20480 -0.40291 -1.13238 0.33
H -2.65288 1.27506 -0.79731 0.09
```